1.
{"formula": "C35H99AgBrN6O13", "method": "ωB97M-V/def2-TZVPD", "multiplicity": 2, "s2": 0.756, "total_charge": 0, "orbital_gap_ev": [6.870, 5.765], "species": ["Ag", "C", "C", "C", "C", "C", "C", "N", "O", "C", "C", "C", "H", "H", "H", "H", "H", "H", "H", "H", "H", "H", "H", "H", "H", "H", "H", "H", "H", "H", "Br", "C", "C", "C", "O", "H", "H", "H", "H", "H", "H", "H", "H", "C", "C", "C", "O", "H", "H", "H", "H", "H", "H", "H", "H", "O", "H", "H", "O", "H", "H", "O", "H", "H", "O", "H", "H", "O", "H", "H", "C", "C", "C", "O", "C", "N", "H", "H", "H", "H", "H", "H", "H", "H", "H", "H", "H", "C", "C", "C", "O", "C", "N", "H", "H", "H", "H", "H", "H", "H", "H", "H", "H", "H", "C", "C", "C", "O", "C", "N", "H", "H", "H", "H", "H", "H", "H", "H", "H", "H", "H", "C", "C", "C", "O", "C", "N", "H", "H", "H", "H", "H", "H", "H", "H", "H", "H", "H", "C", "C", "C", "O", "C", "N", "H", "H", "H", "H", "H", "H", "H", "H", "H", "H", "H"], "xyz": [[-1.312095, 0.239517, 0.059354], [3.134475, 1.760677, 2.323264], [2.382625, 0.644207, 3.019444], [3.066895, 0.350297, 4.438424], [2.573055, 1.441527, 5.461704], [1.070355, 1.464687, 5.647974], [0.318515, 1.690857, 4.302574], [0.897065, 0.809367, 3.223914], [0.051895, 0.759187, 2.003824], [0.334765, 3.256587, 3.978094], [-1.131695, 1.284467, 4.687284], [2.710715, -0.617103, 2.170344], [4.203015, 1.713987, 2.533364], [2.805685, 2.756567, 2.620234], [3.083345, 1.793767, 1.234964], [4.155565, 0.302817, 4.412914], [2.716225, -0.573653, 4.898254], [2.858015, 2.440647, 5.132064], [2.986755, 1.341817, 6.465214], [0.793945, 2.169337, 6.432294], [0.909115, 0.500277, 6.129644], [-0.253095, 3.870947, 4.660064], [-0.146135, 3.416877, 3.013144], [1.364665, 3.587687, 3.844784], [-1.096355, 0.324327, 5.202044], [-1.890555, 1.325407, 3.905904], [-1.462705, 1.956187, 5.479334], [3.671085, -1.035563, 2.471504], [2.763455, -0.410563, 1.101394], [1.900735, -1.328163, 2.332904], [-2.369005, -0.295883, -2.345476], [-2.899345, -5.585203, 0.118974], [-4.172815, -4.795843, -0.063216], [-4.861305, -4.353633, 1.260984], [-3.778695, -3.566273, -0.626446], [-2.114925, -5.015803, 0.617544], [-2.454855, -5.880113, -0.831586], [-3.027635, -6.487653, 0.716674], [-4.824835, -5.311683, -0.768116], [-4.288705, -3.558093, 1.737794], [-5.070055, -5.205403, 1.908284], [-5.803225, -3.838933, 1.071284], [-4.527355, -3.062863, -0.954576], [1.023435, -4.821763, 3.784084], [-0.189875, -4.317593, 3.065354], [-0.574835, -2.894673, 3.558614], [0.169485, -4.336203, 1.682084], [0.982885, -5.162293, 4.818734], [1.852545, -4.114323, 3.798624], [1.292005, -5.738203, 3.258614], [-0.991955, -5.014583, 3.308184], [0.198525, -2.134653, 3.447294], [-0.704195, -2.884233, 4.640864], [-1.511025, -2.642793, 3.060414], [0.472025, -5.247263, 1.674854], [-2.168805, 2.370637, 0.318444], [-2.132635, 3.165337, -0.213886], [-2.042125, 2.677247, 1.216314], [-0.236075, -1.790583, 0.196494], [0.125585, -2.294183, 0.925754], [-0.022375, -2.306643, -0.580846], [-0.568845, -3.741463, -1.750596], [-0.973235, -3.548703, -2.596496], [-1.219345, -4.270213, -1.288536], [-1.510955, 4.933247, -0.693126], [-2.197475, 5.151637, -1.323386], [-0.792735, 5.529737, -0.904276], [0.439785, 1.558827, -0.882656], [0.929875, 1.855767, -0.115936], [0.733165, 2.131277, -1.591496], [-5.103875, -3.530373, -3.839036], [-3.676435, -4.175363, -3.882906], [-3.610625, -5.222753, -4.958136], [-4.504365, -6.326613, -4.604056], [-5.012665, -7.157123, -5.591696], [-2.664115, -3.099713, -3.979426], [-5.926755, -4.157483, -3.495946], [-5.430715, -3.095773, -4.783706], [-5.125995, -2.610003, -3.255496], [-3.348495, -4.663023, -2.964896], [-2.588985, -5.590923, -5.051916], [-3.851255, -4.814863, -5.939876], [-5.658025, -6.643633, -6.304396], [-5.607105, -7.937123, -5.115946], [-4.168085, -7.603833, -6.116336], [-2.718635, -2.653303, -3.075076], [-3.025505, -2.382333, -4.591686], [3.111735, -0.993053, -3.081246], [4.235205, -0.469033, -2.114156], [5.701675, -0.946213, -2.519866], [6.717625, -0.113853, -1.911296], [8.019735, -0.333123, -2.366336], [4.151325, 1.020267, -2.146126], [3.107995, -0.563823, -4.083166], [2.122355, -0.915643, -2.630446], [3.406305, -2.038423, -3.173536], [4.044345, -0.838093, -1.106456], [5.753085, -0.889433, -3.607176], [5.902595, -1.991963, -2.287186], [8.132715, -0.102273, -3.425606], [8.294905, -1.386523, -2.314056], [8.767235, 0.281057, -1.864196], [4.949065, 1.328617, -1.608876], [3.505355, 1.275447, -1.412846], [2.818775, 5.693417, -4.213676], [2.819415, 4.187367, -4.026606], [1.603335, 3.537907, -4.635656], [1.690645, 2.146437, -4.335026], [0.545975, 1.320737, -4.560296], [4.094005, 3.649567, -4.547116], [3.822505, 6.036897, -3.963386], [2.203315, 6.072207, -3.397696], [2.616845, 6.127527, -5.192906], [2.819025, 3.920327, -2.969826], [1.642025, 3.569557, -5.724506], [0.686315, 3.961247, -4.225826], [0.311195, 1.055647, -5.591166], [-0.304275, 1.985967, -4.409796], [0.575025, 0.477067, -3.870746], [3.833615, 3.419817, -5.495546], [4.098785, 2.794987, -4.008806], [3.856715, 5.213657, -0.719686], [3.156895, 4.613847, 0.451684], [2.878855, 5.447777, 1.713664], [2.167285, 6.617057, 1.241484], [2.172835, 7.760947, 2.123994], [1.943555, 4.012417, -0.092776], [4.633125, 5.947677, -0.504036], [3.294225, 5.674117, -1.531886], [4.284465, 4.421547, -1.334246], [3.708125, 3.771627, 0.869894], [3.778415, 5.818327, 2.205174], [2.188055, 5.005457, 2.431474], [2.882135, 7.611807, 2.938094], [1.185675, 8.136057, 2.394024], [2.616585, 8.536517, 1.499764], [1.244375, 4.695367, -0.347356], [1.373625, 3.716917, 0.686944], [-5.214645, 0.603357, 0.061724], [-4.501195, 0.163977, 1.349974], [-5.426795, -0.638653, 2.293114], [-4.658115, -1.041063, 3.466054], [-5.402435, -1.730423, 4.507764], [-3.373025, -0.598203, 1.049124], [-6.239095, 0.963187, 0.157254], [-5.434745, -0.373223, -0.369486], [-4.735475, 1.159317, -0.744126], [-4.012705, 1.051537, 1.752124], [-5.944965, -1.485263, 1.842724], [-6.091765, 0.146987, 2.651844], [-6.211875, -2.339213, 4.104914], [-5.865785, -1.089903, 5.258194], [-4.805085, -2.426193, 5.096974], [-3.428215, -1.139153, 0.197994], [-3.446595, -1.237583, 1.827514]], "atomic_forces_ev_per_a": [[-0.37, -0.57, -0.38], [-0.16, 1.56, 0.03], [1.34, -1.83, 0.43], [-2.11, 1.74, 1.01], [0.71, 0.66, -0.37], [1.15, -0.85, -0.63], [-1.02, 0.61, 1.38], [-2.50, 0.82, -3.72], [3.86, 0.52, 5.08], [0.16, -1.54, -1.06], [0.28, 0.07, -0.13], [-1.05, 0.09, 0.13], [0.01, -0.20, 0.23], [0.04, 0.03, 0.31], [-0.47, -0.53, -0.07], [-0.12, 0.18, -0.45], [-0.11, -0.43, -0.55], [0.44, 0.10, -0.19], [0.46, -0.30, -0.12], [-0.15, 0.42, -0.42], [-0.89, -0.38, -0.44], [0.39, -0.31, 0.44], [-0.04, -0.19, -0.25], [-0.12, 0.26, 0.44], [-0.22, -0.31, -0.54], [0.27, -0.25, -0.18], [0.09, 0.32, -0.06], [-0.09, 0.00, 0.11], [-0.22, 0.07, 0.04], [0.26, -0.32, -0.09], [-0.26, 0.13, -0.33], [0.52, -0.33, 0.33], [-0.24, 1.18, 1.06], [-0.25, -0.77, -0.49], [0.92, 0.63, -1.07], [-0.18, 0.39, 0.21], [-0.30, -0.13, -0.22], [-0.26, -0.10, -0.08], [-0.34, -0.23, 0.23], [0.56, -0.47, 0.19], [0.06, 0.13, 0.30], [-0.30, -0.29, -0.37], [-0.17, -0.06, -0.10], [1.08, -0.81, 0.70], [0.43, 1.75, 1.67], [-0.21, -0.97, -0.35], [-0.79, -0.12, 0.67], [-0.87, 0.23, 0.19], [0.06, 0.04, -0.55], [0.65, -0.11, -0.04], [-0.48, 0.07, -0.41], [0.04, -0.08, -0.75], [-0.42, -0.43, 0.06], [0.10, 0.58, 0.12], [0.36, -0.11, -1.24], [-0.66, 0.30, 0.51], [0.35, 0.24, -0.32], [0.05, 0.10, 0.28], [0.46, 0.15, 0.62], [0.03, -0.21, 0.20], [-0.32, -0.46, -0.71], [0.65, -0.29, 0.17], [-0.23, 0.29, -0.65], [-0.23, 0.07, 0.25], [-0.07, -0.01, 0.14], [-0.25, 0.09, -0.24], [0.22, 0.16, -0.03], [0.35, -0.16, -0.08], [0.21, 0.08, 0.13], [0.12, 0.17, -0.38], [0.07, 0.14, 0.46], [-0.75, 1.01, 0.25], [-0.19, -1.17, -0.60], [0.43, 1.63, 1.15], [0.56, -0.02, -0.45], [-0.37, -1.11, -0.52], [0.20, -0.30, 0.02], [0.34, -0.52, -0.64], [0.37, -0.13, 0.66], [-0.84, -0.24, 0.29], [0.17, -0.22, 0.13], [-0.41, 0.10, -0.16], [-0.04, 0.23, -0.18], [0.13, 0.02, 0.10], [-0.11, -0.37, -0.42], [0.25, 0.48, 0.26], [0.24, 0.26, -0.31], [1.68, -0.83, 0.95], [0.11, 0.67, -1.07], [-0.57, 1.01, -0.20], [-1.12, -0.03, 0.28], [0.21, -0.52, -0.99], [0.80, -0.29, 1.05], [0.25, 0.36, 0.25], [0.12, 0.03, 0.04], [-0.68, -0.44, -0.29], [-0.11, -0.19, 0.10], [0.24, 0.32, -0.29], [-0.26, -0.16, 0.39], [-0.24, 0.26, -0.35], [0.14, -0.24, 0.43], [-0.43, -0.02, 0.46], [1.16, 0.24, -0.44], [-1.34, 0.01, -0.30], [0.44, 0.24, 1.35], [0.58, 0.63, -0.64], [0.19, -1.65, -0.12], [0.32, -0.61, 0.34], [-0.60, 1.81, 0.04], [-1.18, 0.05, 0.51], [0.12, -0.02, -0.01], [-0.53, 0.67, -0.47], [-0.50, -0.39, 0.00], [-0.22, 0.32, 0.17], [-0.27, 0.78, -0.33], [-0.30, 0.14, -0.12], [1.00, -0.54, -0.41], [-0.58, -0.33, 0.92], [-0.16, 0.16, -0.23], [0.65, -0.49, -0.44], [0.79, -0.92, -0.47], [1.41, 0.60, -1.22], [-0.99, -0.52, 1.08], [-0.80, 2.24, -1.36], [-0.31, 0.28, 0.59], [1.01, -0.19, -1.59], [-1.24, -0.37, 0.62], [0.16, -0.19, 0.33], [-0.97, 0.36, 0.78], [0.52, -0.31, 0.43], [0.49, -0.05, -0.41], [0.33, -0.41, 0.09], [0.39, -0.78, 0.08], [-0.45, -0.05, 0.40], [-0.07, -0.60, 0.35], [0.02, 0.39, 0.14], [0.53, 0.99, -0.99], [0.18, -1.11, 0.76], [-1.37, -1.64, -0.22], [-0.93, 1.98, -1.05], [0.32, 2.25, 1.51], [-0.46, -0.85, 0.34], [-0.22, 0.04, -0.68], [1.60, -2.17, 0.13], [0.06, 0.59, 0.65], [0.05, -0.27, -0.70], [0.68, 0.06, 0.69], [-1.06, 0.38, 1.18], [0.09, 0.01, -0.20], [-0.90, -0.37, 0.00], [-0.07, 0.01, -0.38], [0.07, 0.67, -0.28], [0.69, 0.16, -0.47], [-0.23, -0.23, -0.33], [1.53, -0.81, -0.05]]}

---

2.
{"formula": "C6H13NO2", "method": "ωB97M-V/def2-TZVPD", "total_charge": 0, "orbital_gap_ev": 9.454, "species": ["C", "C", "N", "H", "H", "H", "H", "H", "H", "H", "C", "C", "C", "C", "O", "O", "H", "H", "H", "H", "H", "H"], "xyz": [[0.362059, 1.579917, 0.239994], [-0.861367, 2.229209, -0.411018], [1.365314, 2.508133, 0.732055], [1.715037, 3.077513, -0.032267], [0.950630, 3.137470, 1.412482], [0.038108, 0.968437, 1.087701], [0.854642, 0.924344, -0.483978], [-1.565736, 1.466117, -0.730611], [-1.363475, 2.887558, 0.296384], [-0.565374, 2.815422, -1.279552], [1.464813, -2.218144, 0.177417], [-0.982185, -1.547673, -0.266438], [0.389308, -1.825888, -0.786863], [-1.351933, -1.640862, 1.012095], [-1.843874, -1.172455, -1.238835], [0.573024, -1.711231, -1.983977], [-1.336414, -1.192474, -2.074495], [1.633440, -1.408157, 0.884011], [1.168021, -3.105251, 0.731286], [2.383929, -2.417941, -0.367411], [-0.665054, -1.935703, 1.780219], [-2.362917, -1.418341, 1.301803]], "atomic_forces_ev_per_a": [[-0.26, 0.07, -0.03], [0.25, -0.22, 0.14], [0.20, 0.21, 0.07], [-0.02, 0.03, 0.12], [0.09, 0.00, -0.09], [0.05, -0.06, -0.15], [-0.07, -0.08, 0.07], [-0.16, -0.07, -0.09], [-0.05, 0.08, 0.04], [0.00, 0.07, -0.08], [0.17, -0.02, -0.20], [-0.34, 0.05, 0.04], [0.09, -0.05, 0.00], [0.07, 0.02, -0.44], [0.03, 0.00, -0.09], [0.00, -0.01, 0.18], [-0.05, -0.02, 0.20], [0.01, 0.05, 0.10], [-0.02, -0.05, 0.09], [-0.02, 0.01, -0.01], [0.24, -0.07, 0.09], [-0.22, 0.05, 0.03]]}

---

no.,E (hartree)
1,-5420.2681
2,-441.6288